Entry 1:
# C8H14NO2

2 unconnected molecules or ions with the total composition C8H14NO2 (ωB97M-V with the def2-TZVPD basis set, OMol25).

Structure (XYZ):
```
25
C8H14NO2 (ωB97M-V with the def2-TZVPD basis set)
C -1.48 1.54 1.41
C -0.13 1.60 1.80
C -1.86 1.45 0.12
C 0.86 1.37 0.86
C -0.87 1.47 -1.02
C 0.52 1.19 -0.46
C 0.89 -2.33 -1.22
C 0.74 -1.93 1.45
N 0.37 -1.86 0.06
O -1.02 0.61 -2.11
O 1.39 0.85 -1.41
H -2.29 1.66 2.23
H 0.11 1.86 2.77
H -2.89 1.59 -0.25
H 1.84 1.39 0.97
H -0.93 2.66 -1.14
H 0.12 -2.22 -2.05
H 1.66 -1.69 -1.46
H 1.45 -3.27 -1.04
H 0.12 -1.44 2.05
H 1.02 -2.97 1.77
H 1.73 -1.58 1.48
H -0.64 -1.89 0.17
H -1.77 1.00 -2.67
H 1.05 0.93 -2.32
```

Total charge   +1
Multiplicity   1
Frontier orbital gap (alpha / beta)   5.6929 / 5.6910 eV
Energy above the lowest of the compared OMol25 structures with the same formula, charge and spin   354.4 kJ/mol
DFT total energy   -518.075844 a.u.
E_LUMO (alpha / beta)   -5.73 / -5.73 eV
Molar mass   156.2 Da

These are the Löwdin partial charges, in e, on atoms 1 to 6: -0.057 0.041 0.028 0.029 -0.300 -0.164

=====

Entry 2:
# C8H14NO4

2 unconnected molecules or ions with the total composition C8H14NO4 (ωB97M-V with the def2-TZVPD basis set, OMol25).

Structure (XYZ):
```
27
C8H14NO4 (ωB97M-V with the def2-TZVPD basis set)
N -2.79 -0.37 2.65
C -2.64 0.50 1.47
O -3.34 0.22 0.46
C -1.66 1.77 1.39
C -0.20 1.52 2.00
C 0.87 0.87 1.00
C 0.60 -0.70 1.02
O -0.31 -0.99 -0.10
C 0.21 -0.21 -1.19
O 0.19 -0.65 -2.35
C 0.78 1.15 -0.58
H -1.89 -0.80 2.90
H -3.48 -1.08 2.37
H -2.14 2.63 1.99
H -1.62 2.15 0.31
H 0.15 2.52 2.45
H -0.30 0.80 2.90
H 1.90 1.29 1.27
H 1.57 -1.30 0.81
H 0.03 -1.14 1.91
H 1.88 1.12 -0.93
H 0.41 2.15 -0.97
C 2.39 -2.30 -4.17
O 3.60 -2.73 -4.54
H 2.33 -1.72 -3.22
H 1.86 -1.62 -4.87
H 1.61 -3.08 -3.99
```

Total charge   -1
Multiplicity   1
Frontier orbital gap   3.8249 eV
Energy above the lowest of the compared OMol25 structures with the same formula, charge and spin   170.2 kJ/mol
DFT total energy   -668.849818 a.u.
E_LUMO   2.33 eV
Molar mass   188.2 Da

These are the Löwdin partial charges, in e, on atoms 1 to 6: 0.097 -0.418 0.000 -0.100 -0.164 -0.247

=====

Entry 3:
# C8H14NOSe

A gas-phase ion, C8H14NOSe (charge +1) (ωB97M-V with the def2-TZVPD basis set, OMol25).

Structure (XYZ):
```
25
C8H14NOSe (ωB97M-V with the def2-TZVPD basis set)
C 1.71 1.08 -0.28
C 1.16 0.26 -1.44
C 0.69 1.70 0.62
C 0.56 -1.94 -0.35
C 0.28 -1.15 2.28
C 0.00 -0.71 -1.04
C -0.43 0.77 0.97
C -2.02 0.62 -0.88
N -1.05 -0.12 -0.09
O 2.86 1.46 -0.31
Se 1.64 -1.54 1.22
H 0.82 0.91 -2.05
H 2.00 -0.27 -1.85
H 1.14 2.06 1.57
H 0.33 2.58 0.14
H -0.29 -2.58 -0.11
H 1.01 -2.60 -0.99
H 0.47 -0.71 3.26
H -0.71 -1.74 2.39
H -0.57 -0.97 -1.83
H -1.18 1.29 1.63
H -2.97 0.87 -0.27
H -1.62 1.65 -1.32
H -2.28 -0.07 -1.65
H -1.57 -0.83 0.40
```

Total charge   +1
Multiplicity   1
Frontier orbital gap (alpha / beta)   7.6650 / 7.7896 eV
Energy above the lowest of the compared OMol25 structures with the same formula, charge and spin   259.9 kJ/mol
DFT total energy   -2844.232690 a.u.
E_LUMO (alpha / beta)   -3.99 / -4.00 eV
Molar mass   219.2 Da

These are the Löwdin partial charges, in e, on atoms 1 to 6: -0.453 -0.013 -0.105 -0.364 -0.377 -0.253

=====

Entry 4:
# C8H14NS

A gas-phase ion, C8H14NS (charge +1) (ωB97M-V with the def2-TZVPD basis set, OMol25).

Structure (XYZ):
```
24
C8H14NS (ωB97M-V with the def2-TZVPD basis set)
C -2.00 1.66 1.37
C -0.62 1.06 1.25
N -0.23 0.50 -0.03
C 0.19 -0.73 -0.12
C -0.22 -1.89 0.57
C 0.57 -3.04 0.81
C 1.86 -2.96 0.37
S 2.73 -1.59 0.08
C -0.02 1.55 -0.98
C 0.65 1.14 -2.31
H -2.57 1.28 0.53
H -2.61 1.35 2.26
H -2.01 2.74 1.56
H -0.49 0.18 1.92
H 0.20 1.68 1.50
H 0.95 -0.87 -0.97
H -1.26 -1.94 0.85
H 0.21 -4.00 1.20
H 2.48 -3.89 0.24
H -0.95 1.92 -1.34
H 0.56 2.40 -0.59
H 1.56 0.49 -2.16
H 0.11 0.84 -3.18
H 0.94 2.12 -2.82
```

Total charge   +1
Multiplicity   1
Frontier orbital gap (alpha / beta)   7.2495 / 7.2500 eV
Energy above the lowest of the compared OMol25 structures with the same formula, charge and spin   275.5 kJ/mol
SMILES   CC[N+](=C/C=C\C=S)CC
DFT total energy   -765.817891 a.u.
E_LUMO (alpha / beta)   -5.76 / -5.76 eV
Molar mass   156.3 Da

These are the Löwdin partial charges, in e, on atoms 1 to 6: -0.049 -0.179 -0.089 -0.142 -0.006 -0.101

=====

Entry 5:
# C8H14O

C8H14O in the gas phase (ωB97M-V with the def2-TZVPD basis set, OMol25).

Structure (XYZ):
```
23
C8H14O (ωB97M-V with the def2-TZVPD basis set)
C 3.98 0.08 -0.66
C 3.02 -0.58 -0.34
C 1.32 -0.86 -0.04
C 0.82 0.49 0.15
O 1.11 0.98 1.40
C -0.94 -0.02 0.03
C -1.36 -1.28 0.77
C -1.65 1.18 0.65
C -1.28 -0.11 -1.45
H 4.84 0.62 -0.95
H 1.04 -1.37 -0.96
H 1.33 -1.46 0.87
H 1.00 1.18 -0.68
H 0.94 1.93 1.42
H -1.00 -1.26 1.80
H -1.01 -2.19 0.28
H -2.45 -1.36 0.78
H -1.45 1.26 1.72
H -2.73 1.07 0.54
H -1.36 2.12 0.17
H -0.82 -0.97 -1.93
H -2.36 -0.22 -1.58
H -0.98 0.79 -1.99
```

Multiplicity   1
Frontier orbital gap   9.5922 eV
Energy above the lowest of the compared OMol25 structures with the same formula, charge and spin   303.6 kJ/mol
SMILES   C#CC[C@H](O)C(C)(C)C
DFT total energy   -388.326331 a.u.
E_LUMO   0.67 eV
Molar mass   126.2 Da

These are the Löwdin partial charges, in e, on atoms 1 to 6: 0.037 -0.053 -0.114 -0.353 0.006 -0.498

=====

Entry 6:
# C8H14O

2 unconnected molecules or ions with the total composition C8H14O (ωB97M-V with the def2-TZVPD basis set, OMol25).

Structure (XYZ):
```
23
C8H14O (ωB97M-V with the def2-TZVPD basis set)
C -0.24 -3.79 0.22
C -0.64 -2.64 0.77
C -0.05 -1.36 0.34
C -0.72 -0.31 -0.13
C -0.10 0.77 -0.92
C -0.75 1.32 -1.94
C 1.35 1.10 -0.67
C 1.75 1.39 0.79
H -0.68 -4.71 0.56
H 0.46 -3.86 -0.60
H -1.29 -2.69 1.63
H 1.04 -1.28 0.36
H -1.80 -0.22 -0.03
H -1.74 1.04 -2.31
H -0.30 2.12 -2.53
H 1.59 1.99 -1.26
H 2.01 0.31 -1.03
H 2.74 1.00 1.01
H 1.11 0.86 1.50
H 1.73 2.45 1.01
O -2.22 2.14 1.06
H -1.62 2.30 0.33
H -1.63 2.07 1.82
```

Multiplicity   1
Frontier orbital gap   9.4710 eV
Energy above the lowest of the compared OMol25 structures with the same formula, charge and spin   143.3 kJ/mol
SMILES   C=C/C=C/C(=C)CC.O
DFT total energy   -388.387363 a.u.
E_LUMO   0.72 eV
Molar mass   126.2 Da

These are the Löwdin partial charges, in e, on atoms 1 to 6: -0.001 -0.173 -0.109 -0.082 -0.344 0.048